[1]
This record from the OMol25 dataset describes a cluster of 10 separate species, C48H116O30S4 in total in a non-equilibrium geometry. The level of theory is ωB97M-V/def2-TZVPD.

HOMO-LUMO gap: 8.996 eV
structure (SMILES): CCOS(C)(=O)=O.CCOS(C)(=O)=O.CCOS(C)(=O)=O.CCOS(C)(=O)=O.COCCOCCOC.COCCOCCOC.COCCOCCOC.COCCOCCOC.COCCOCCOC.COCCOCCOC
ΔE to the lowest compared entry with this formula, charge and spin: 6.003 eV

The geometry in ORCA input format:
```
! wB97M-V def2-TZVPD RIJCOSX def2/J DEFGRID3
* xyz 0 1
O -5.26230 -7.28944 -5.61345
S -4.21713 -6.22283 -5.73613
O -3.02162 -6.34244 -4.88542
O -3.76596 -6.12268 -7.37284
C -3.82351 -7.33927 -8.11850
C -2.80776 -7.13734 -9.25623
C -4.97762 -4.54660 -5.77114
H -4.87271 -7.32645 -8.41368
H -3.67873 -8.24883 -7.53554
H -3.17862 -6.27557 -9.81112
H -2.70491 -7.91461 -10.01344
H -1.78947 -6.82794 -9.02078
H -5.93651 -4.63347 -6.28210
H -4.20743 -3.98897 -6.30400
H -5.18077 -4.39835 -4.71054
O -2.57427 4.45715 -10.16739
S -2.46190 3.48523 -11.28043
O -3.14863 3.67676 -12.54918
O -0.86810 3.28302 -11.61476
C -0.54986 2.74561 -12.84344
C 0.93911 2.44456 -12.79172
C -2.63465 1.67386 -10.80299
H -0.81884 3.22987 -13.78219
H -1.05650 1.82309 -13.12693
H 1.49118 3.28909 -12.37930
H 1.27189 2.21367 -13.80368
H 1.30996 1.67425 -12.11557
H -1.73602 1.09994 -10.57678
H -3.38775 1.32983 -11.51192
H -3.20671 1.69255 -9.87536
O -6.71339 -3.96674 0.33890
S -7.43556 -5.03488 1.06920
O -8.66030 -5.61017 0.50568
O -6.35095 -6.29769 1.36237
C -5.05191 -5.94745 1.78072
C -3.96451 -7.05704 1.67436
C -7.92524 -4.66652 2.88347
H -5.02952 -5.55059 2.79565
H -4.66992 -5.16211 1.12847
H -3.81715 -7.44278 0.66560
H -4.30860 -7.90681 2.26392
H -2.92974 -6.89249 1.97481
H -8.36841 -5.58919 3.25813
H -8.72978 -3.93480 2.95703
H -7.09530 -4.20213 3.41606
O -3.06436 0.38046 -4.05435
S -2.09124 0.64527 -3.01368
O -2.47314 1.24995 -1.78407
O -1.26190 -0.75313 -2.81900
C -0.71493 -1.13490 -1.54430
C 0.26599 -2.20142 -1.88752
C -0.74430 1.56895 -3.74664
H -1.48110 -1.47098 -0.84565
H -0.16463 -0.24029 -1.25284
H 1.12265 -2.07335 -1.22584
H 0.78423 -2.04193 -2.83309
H -0.15487 -3.20689 -1.89085
H -0.23960 0.91544 -4.45819
H 0.05076 1.92832 -3.09331
H -1.22956 2.40510 -4.25011
C 7.74535 -2.40310 1.17584
O 7.46096 -3.55556 0.46895
C 6.35872 -3.35941 -0.46015
C 5.75698 -4.74467 -0.73639
O 5.08318 -5.35432 0.37085
C 5.27485 -6.75088 0.51867
C 4.19180 -7.26842 1.54564
O 4.03608 -8.69529 1.60352
C 3.35097 -9.09712 2.75051
H 7.76867 -2.77149 2.20144
H 7.20281 -1.49004 0.93071
H 8.74451 -2.15897 0.81505
H 6.88269 -3.02281 -1.35472
H 5.50063 -2.73788 -0.20431
H 6.48471 -5.39008 -1.22828
H 5.02273 -4.73706 -1.54195
H 6.25865 -6.89125 0.96647
H 5.27090 -7.34444 -0.39554
H 3.30580 -6.63352 1.54349
H 4.73726 -7.02323 2.45693
H 3.90703 -8.80215 3.64039
H 3.28306 -10.18481 2.77066
H 2.33178 -8.71183 2.78033
C 5.36020 5.29742 -10.19419
O 4.51595 4.39928 -9.42763
C 3.27011 4.91763 -8.91055
C 2.72949 3.65765 -8.13203
O 3.22363 3.32245 -6.86197
C 4.27740 2.44107 -6.74145
C 3.73921 0.97535 -6.56419
O 2.68953 0.75779 -7.55557
C 2.07137 -0.53884 -7.51792
H 4.71534 5.67613 -10.98717
H 6.27023 4.83836 -10.58047
H 5.63841 6.14404 -9.56656
H 2.62848 5.13541 -9.76436
H 3.30726 5.72345 -8.17749
H 2.78111 2.76296 -8.75250
H 1.68353 3.78418 -7.85265
H 4.91217 2.73801 -5.90659
H 4.91532 2.44318 -7.62528
H 3.12333 0.96219 -5.66496
H 4.38701 0.10269 -6.48095
H 1.68340 -0.69496 -8.52450
H 1.16454 -0.54374 -6.91314
H 2.72723 -1.35807 -7.22331
C -1.35789 1.49384 8.31079
O -1.91456 0.34179 7.75404
C -1.48346 0.23197 6.37083
C -2.42400 -0.68098 5.54638
O -2.24507 -2.12073 5.74766
C -2.80353 -2.58382 6.96781
C -2.36451 -4.06287 7.23598
O -0.97810 -4.14472 7.65342
C -0.01665 -3.50891 6.80511
H -0.47707 1.16814 8.86410
H -2.03731 1.95445 9.02796
H -0.88415 2.22632 7.65722
H -0.49336 -0.21784 6.44473
H -1.54478 1.19244 5.85912
H -2.26087 -0.48711 4.48623
H -3.50542 -0.59387 5.65141
H -3.87358 -2.71180 6.80439
H -2.65371 -1.97810 7.86155
H -2.50630 -4.77780 6.42550
H -2.85801 -4.37002 8.15805
H 0.11638 -2.43589 6.94306
H -0.34855 -3.64878 5.77634
H 0.92382 -4.05523 6.73319
C 4.85578 -0.07898 3.59199
O 5.82243 0.86770 4.01599
C 6.66947 0.34534 5.06936
C 7.60105 1.43106 5.60668
O 8.34397 2.08525 4.61588
C 9.30372 2.96702 5.14179
C 10.48018 3.14679 4.26338
O 11.50176 2.47801 5.02535
C 12.89466 2.62270 4.54981
H 5.32935 -0.88683 3.03412
H 4.08282 0.31320 2.93106
H 4.25017 -0.45159 4.41811
H 7.30667 -0.49534 4.79487
H 5.98120 0.02513 5.85157
H 8.15990 1.08656 6.47680
H 7.00120 2.30915 5.84590
H 9.61308 2.91801 6.18582
H 8.77444 3.91807 5.08298
H 10.79145 4.17355 4.07114
H 10.43298 2.62461 3.30776
H 13.32203 3.62538 4.54046
H 12.97565 2.25727 3.52608
H 13.65882 2.13873 5.15803
C -10.79618 2.03319 8.42972
O -10.12198 0.93854 7.89710
C -8.93664 1.26474 7.16841
C -7.74169 1.86198 8.02087
O -7.64213 3.23073 8.18015
C -7.84805 4.11983 7.12082
C -6.91831 3.94299 5.83265
O -7.21981 2.67626 5.21808
C -6.86578 2.73872 3.78370
H -10.59210 2.05783 9.50016
H -11.86633 1.83180 8.38154
H -10.69782 3.03214 8.00484
H -9.17810 1.63111 6.17063
H -8.56049 0.24764 7.05841
H -6.79191 1.42256 7.71606
H -7.84662 1.55391 9.06115
H -7.71917 5.10189 7.57583
H -8.91567 4.05041 6.91225
H -5.96781 3.87561 6.36192
H -6.98744 4.74735 5.10032
H -7.34323 3.56099 3.25078
H -7.22746 1.84306 3.27863
H -5.77798 2.77581 3.84204
C 3.68318 4.67890 0.96982
O 2.58931 5.67879 0.85683
C 1.35508 5.07277 1.35431
C 0.29019 6.08461 1.30676
O -0.98706 5.64795 1.01148
C -2.00105 6.69813 0.99448
C -2.00712 7.79196 2.08379
O -2.24204 7.04766 3.23435
C -1.91884 7.69398 4.41759
H 3.43014 3.79245 0.38819
H 3.84766 4.42134 2.01611
H 4.56332 5.20129 0.59492
H 1.41680 4.81454 2.41149
H 1.10669 4.20308 0.74600
H 0.56337 6.58903 0.37992
H 0.35811 6.83054 2.09862
H -2.87184 6.06033 0.84273
H -1.90381 7.16821 0.01588
H -2.80023 8.50948 1.87340
H -1.07609 8.35331 2.00510
H -0.87303 7.50612 4.66074
H -2.53317 7.16834 5.14861
H -2.06087 8.76862 4.53193
*
```

---

[2]
This record from the OMol25 dataset describes a cluster of 13 separate species, C48H117F5N15O23P5 in total in a non-equilibrium geometry. The level of theory is ωB97M-V/def2-TZVPD.

HOMO-LUMO gap: 8.575 eV

The geometry in ORCA input format:
```
! wB97M-V def2-TZVPD RIJCOSX def2/J DEFGRID3
* xyz 0 1
C -2.92915 3.78653 0.25490
O -1.63876 3.66540 -0.22403
H -3.39166 2.82026 0.45577
H -2.95859 4.43564 1.15166
H -3.49541 4.41084 -0.45057
H -1.43519 4.28251 -0.94861
C 0.32468 -6.26622 -3.87777
O 0.66807 -5.28088 -2.89439
H -0.65438 -6.67088 -3.57944
H 0.28963 -5.80854 -4.91410
H 1.02959 -7.14120 -3.94354
H 0.93202 -5.73119 -2.09107
C -2.25226 7.09320 -2.31886
O -1.30332 6.08247 -2.51873
H -1.88689 8.01225 -1.78532
H -2.62390 7.44377 -3.30402
H -3.12032 6.68753 -1.79805
H -0.73580 6.25172 -1.74164
O -1.27249 -0.81926 -5.92736
P 0.14972 -1.02074 -6.17183
N 0.88079 0.35620 -6.77349
C 2.34005 0.39772 -6.80068
C 0.22972 1.69049 -6.79720
N 0.53734 -2.24475 -7.32735
C -0.08780 -3.51299 -7.06922
C 0.18150 -1.80165 -8.74636
N 0.89026 -1.52524 -4.74671
C 0.83492 -0.49039 -3.75030
C 2.02305 -2.48823 -4.74375
H 2.79782 -0.47639 -6.34205
H 2.69924 1.27668 -6.28077
H 2.69059 0.46436 -7.84995
H 0.60143 2.35482 -6.03824
H -0.85322 1.55915 -6.63318
H 0.42271 2.18729 -7.79667
H 0.41586 -4.24110 -7.65620
H 0.02511 -3.76091 -6.01662
H -1.13160 -3.42055 -7.37573
H -0.75680 -1.27518 -8.77220
H 0.99264 -1.16932 -9.12639
H 0.10845 -2.77171 -9.19004
H 1.84472 0.01383 -3.68925
H 0.05625 0.22970 -3.91901
H 0.64248 -0.92136 -2.73978
H 2.06452 -3.06157 -5.72969
H 1.83425 -3.11968 -3.86679
H 3.02438 -2.04715 -4.66108
O -2.92858 -4.43938 3.89418
P -4.01239 -3.88937 3.06390
N -3.45290 -2.60761 2.28178
C -3.96201 -2.06740 1.05090
C -2.59299 -1.63336 3.02113
N -5.39410 -3.48982 3.91808
C -6.30834 -2.43154 3.44875
C -5.68942 -3.79677 5.27484
N -4.52854 -4.98282 1.90965
C -5.51317 -5.96970 2.19791
C -3.53723 -5.48541 1.03428
H -4.70838 -2.71573 0.58449
H -3.13385 -1.61011 0.42924
H -4.44941 -1.13802 1.26503
H -1.70855 -1.62446 2.44854
H -2.50541 -2.08827 3.99751
H -3.04607 -0.61998 3.02187
H -7.25383 -2.88831 3.12691
H -6.43493 -1.66514 4.28368
H -5.87246 -1.86968 2.61342
H -6.83666 -3.74737 5.40886
H -5.38390 -4.84148 5.49268
H -5.16160 -3.15003 6.03264
H -5.54438 -6.61623 1.32679
H -5.42082 -6.68391 3.05010
H -6.52576 -5.58663 2.35536
H -2.97678 -6.23143 1.57522
H -2.90255 -4.66932 0.62831
H -4.01759 -5.94420 0.20264
O 1.71126 -6.04663 -0.44293
P 1.64580 -6.16647 1.01206
N 3.04833 -6.41485 1.82375
C 3.90481 -5.33191 2.15353
C 3.73806 -7.65779 1.53862
N 0.78374 -7.52584 1.37917
C -0.30516 -7.98209 0.54309
C 0.67970 -8.05372 2.79813
N 1.02887 -4.73489 1.66804
C 0.56553 -3.75172 0.75764
C 0.55656 -4.48216 3.09048
H 4.44825 -4.89420 1.29704
H 4.66028 -5.70382 2.84458
H 3.37317 -4.49028 2.62111
H 4.38065 -7.87533 2.36362
H 4.26202 -7.62272 0.62205
H 3.02649 -8.45367 1.40408
H -1.14857 -7.31010 0.40294
H -0.07942 -8.32918 -0.47275
H -0.65335 -8.81733 1.11372
H -0.26363 -7.79847 3.18621
H 0.75774 -9.14313 2.75548
H 1.53987 -7.63985 3.37012
H 0.78429 -3.92867 -0.28828
H -0.52896 -3.63112 0.83108
H 0.94735 -2.74906 0.97242
H 1.10677 -5.12745 3.79281
H -0.49541 -4.64512 3.27076
H 0.81601 -3.39060 3.25993
O 0.18599 6.60972 -0.20822
P 1.04119 7.15088 0.87200
N 0.41481 8.12667 2.10632
C -0.76731 7.59347 2.82371
C 0.87933 9.45894 2.46328
N 2.22375 8.13966 0.26285
C 3.58106 8.17228 0.88536
C 2.34776 8.81086 -1.05008
N 1.73551 5.93876 1.71160
C 1.78399 4.47270 1.32617
C 2.05146 6.03553 3.13598
H -1.17732 6.73627 2.29737
H -1.59142 8.32350 2.94689
H -0.54718 7.18264 3.83072
H -0.03845 10.09489 2.51742
H 1.60028 9.75764 1.70876
H 1.27789 9.44061 3.50033
H 3.67193 7.60041 1.78404
H 4.34266 7.72143 0.23220
H 3.96904 9.20111 1.06063
H 1.37778 8.95561 -1.56349
H 2.85894 9.80224 -0.94757
H 2.87963 8.27018 -1.84975
H 1.28749 3.80468 2.05394
H 1.24654 4.42170 0.39409
H 2.81980 4.21166 1.11312
H 2.07913 7.01687 3.58957
H 2.99551 5.54417 3.21847
H 1.36090 5.50554 3.84914
O 5.65794 -0.67730 3.64114
P 4.25252 -0.21420 3.37243
N 4.05064 1.26936 4.09446
C 3.30854 2.39469 3.60684
C 4.95720 1.71375 5.18005
N 3.17052 -1.24252 4.05975
C 3.49894 -1.93914 5.26696
C 1.79126 -0.70083 3.94332
N 3.71487 -0.00353 1.80355
C 4.62488 0.81222 1.00592
C 3.30171 -1.24567 1.05216
H 2.78980 2.84590 4.50202
H 2.55052 2.21743 2.84990
H 3.89685 3.28721 3.34931
H 5.57132 2.58999 4.83130
H 5.60148 0.92042 5.52690
H 4.30767 2.10229 6.03421
H 3.70552 -1.20357 6.06150
H 2.55886 -2.48917 5.48478
H 4.33707 -2.61599 5.19243
H 1.11538 -1.55342 3.98395
H 1.50912 -0.02733 4.75946
H 1.63432 -0.20467 3.01904
H 5.59737 0.33189 0.97774
H 4.25865 0.81628 -0.00866
H 4.80455 1.83704 1.36794
H 2.45477 -1.74750 1.45723
H 4.16702 -1.98497 1.13474
H 3.19922 -0.93555 -0.00521
C -2.40819 2.54960 4.63810
C -1.14918 3.29928 5.02716
O -1.44281 3.63945 6.36922
C -2.81770 3.60577 6.55287
O -3.36159 4.16471 7.42538
O -3.45052 2.97488 5.57018
F -0.93356 4.36484 4.18147
H -2.41507 1.48615 4.74899
H -2.69194 2.79401 3.63405
H -0.34570 2.57997 4.83824
C -4.59435 2.38721 -4.63031
C -4.84855 0.91036 -4.65860
O -3.85290 0.47457 -3.74293
C -2.79404 1.34012 -3.79975
O -1.80647 1.14126 -3.18957
O -3.17233 2.45595 -4.47007
F -4.63290 0.46236 -5.87401
H -5.14705 2.82823 -3.74502
H -4.89398 2.80141 -5.64239
H -5.83503 0.61519 -4.33808
C 0.53002 1.41160 -0.51652
C -0.61829 0.37992 -0.45801
O -1.14888 0.61232 0.81880
C -0.32252 1.33474 1.53080
O -0.51304 1.73375 2.66024
O 0.70283 1.81627 0.80552
F -0.15501 -0.87453 -0.45359
H 0.20354 2.22287 -1.17185
H 1.36982 0.92778 -0.91624
H -1.35058 0.47954 -1.25905
C 2.56870 5.20060 -3.72054
C 1.59393 4.33436 -2.88016
O 2.47732 3.90177 -1.85445
C 3.77455 4.23928 -2.13071
O 4.71704 3.90530 -1.52796
O 3.82646 5.03153 -3.20579
F 1.14090 3.28832 -3.56389
H 2.29265 6.27026 -3.61871
H 2.55286 5.01674 -4.78169
H 0.80595 4.96085 -2.53740
C -2.44289 -3.19032 -4.28652
C -1.80985 -3.19361 -2.87916
O -2.25421 -4.33924 -2.25368
C -3.48958 -4.61205 -2.86023
O -4.28102 -5.32824 -2.32046
O -3.73010 -3.78549 -3.91305
F -2.36444 -2.10841 -2.26103
H -1.86296 -3.86920 -4.95164
H -2.68074 -2.22536 -4.72514
H -0.71056 -3.12400 -2.81434
*
```